Here is a molecular structure, C14H35BNO11V from the Open Molecules 2025 dataset. Energies are from ωB97M-V/def2-TZVPD.

Computed properties:
LUMO level (alpha / beta) in eV: 7.87 / 7.90
2S+1: 3
Expectation value of S²: 2.015
Net charge: -4

Geometry (Å):
1 O -17.6752 -14.8964 -0.9032
2 V -18.4217 -13.6389 -1.4350
3 C -16.7225 -12.6491 -3.2980
4 O -17.1810 -11.7176 -3.9539
5 O -17.3388 -13.6782 -3.5749
6 O -16.8030 -12.4483 -2.1004
7 C -20.5831 -13.7826 -3.1642
8 O -20.1705 -14.6128 -2.3689
9 O -20.6364 -13.9827 -4.3933
10 O -19.9478 -12.7308 -2.9501
11 B -18.9820 -12.6596 0.4262
12 H -17.9248 -12.8746 0.4111
13 H -19.2635 -12.2100 -0.5134
14 H -19.5153 -13.5970 0.3925
15 H -19.2850 -12.0015 1.2259
16 C -11.3060 -19.0498 0.2593
17 O -12.5548 -19.6468 -0.1285
18 C -12.6581 -21.1045 -0.0172
19 C -14.0105 -21.6612 -0.5292
20 N -15.0935 -21.0061 0.2089
21 C -16.4020 -21.4679 -0.2732
22 C -17.4741 -20.6041 0.3773
23 O -17.4738 -19.2500 -0.1448
24 C -18.5989 -18.4944 0.1615
25 H -11.2769 -17.9886 0.0122
26 H -10.5277 -19.5760 -0.2934
27 H -11.0908 -19.0904 1.3270
28 H -12.4886 -21.3130 1.0391
29 H -11.8437 -21.5881 -0.5567
30 H -14.0790 -22.7428 -0.4129
31 H -14.0826 -21.4643 -1.5988
32 H -14.9862 -20.0230 0.0038
33 H -16.6111 -22.5155 -0.0569
34 H -16.5255 -21.2682 -1.3376
35 H -17.4926 -20.6944 1.4634
36 H -18.4448 -21.0451 0.1507
37 H -18.4860 -17.4622 -0.1700
38 H -18.6654 -18.5222 1.2492
39 H -19.5377 -18.9031 -0.2122
40 C -13.1151 -13.8543 -2.1789
41 C -14.1826 -14.5104 -1.2651
42 C -13.5813 -15.4979 -0.3585
43 O -14.6668 -13.4400 -0.4827
44 H -13.5330 -13.2528 -2.9861
45 H -12.6509 -14.6659 -2.7393
46 H -12.3263 -13.2950 -1.6758
47 H -14.9758 -14.9165 -1.8928
48 H -12.9533 -16.2745 -0.7949
49 H -14.3858 -16.0431 0.1352
50 H -13.1196 -14.9796 0.4819
51 H -15.3132 -12.9722 -1.0165
52 C -15.4512 -19.5912 -3.7431
53 C -15.3437 -18.2022 -3.0663
54 C -16.4074 -17.2739 -3.6572
55 O -15.4212 -18.2850 -1.6734
56 H -15.3026 -19.4318 -4.8111
57 H -16.3642 -20.1055 -3.4433
58 H -14.6192 -20.1909 -3.3740
59 H -14.3902 -17.7111 -3.2604
60 H -16.3554 -17.1437 -4.7382
61 H -16.5378 -16.3237 -3.1393
62 H -17.4283 -17.6353 -3.5340
63 H -16.2571 -18.6775 -1.4111

Here is a molecular structure, C62H63Cl2F9N5O8PRbSbSi from the Open Molecules 2025 dataset. Energies are from ωB97M-V/def2-TZVPD.

Computed properties:
LUMO level in eV: 3.08
Net charge: -2

Geometry (Å):
1 Rb -0.4657 -1.2646 -0.1411
2 C -3.9367 -2.3224 1.5277
3 C -2.9466 -3.4331 1.3546
4 C -3.3325 -4.6664 0.8407
5 C -2.3908 -5.6764 0.7439
6 C -1.1043 -5.4262 1.1797
7 C -0.7981 -4.1544 1.6389
8 N -1.6956 -3.1977 1.7424
9 Sb 1.1758 -3.8998 2.4888
10 C 2.6908 -3.1677 1.1001
11 C 3.8262 -3.9661 1.0747
12 C 4.7611 -3.7559 0.0790
13 C 4.5172 -2.7571 -0.8445
14 C 3.3770 -1.9692 -0.7080
15 C 3.1081 -0.8664 -1.6784
16 N 2.4959 -2.1751 0.2623
17 C 0.7289 -2.1848 3.8151
18 C 0.9627 -2.6551 5.2228
19 C 1.2025 -0.3702 6.3553
20 C 1.0479 0.4448 5.3106
21 C 0.9655 0.1800 3.8764
22 C 0.8800 1.4212 3.0385
23 N 0.8978 -0.9329 3.2621
24 H -4.8134 -2.4811 0.9037
25 H -4.2569 -2.2720 2.5702
26 H -3.4650 -1.3764 1.2743
27 H -4.3514 -4.8294 0.5151
28 H -2.6626 -6.6383 0.3315
29 H -0.3257 -6.1730 1.1230
30 H 3.9516 -4.7516 1.8108
31 H 5.6467 -4.3759 0.0086
32 H 5.1889 -2.5889 -1.6739
33 H 3.9379 -0.1602 -1.6883
34 H 2.9994 -1.2904 -2.6736
35 H 2.1811 -0.3582 -1.4218
36 H 1.3309 -3.6795 5.2928
37 H 1.2079 0.0797 7.3441
38 H 0.9733 1.5021 5.5419
39 H 0.1199 2.0866 3.4475
40 H 1.8254 1.9642 3.0257
41 H 0.5938 1.1539 2.0263
42 O -4.7231 2.7910 3.1137
43 C -4.7195 1.8558 4.0242
44 O -5.5398 1.8319 4.9239
45 C -3.6426 0.8271 3.9529
46 C -3.3541 -0.0772 4.9648
47 Cl -4.3506 -0.4179 6.3023
48 N -2.2266 -0.7766 4.6214
49 N -1.8308 -0.3916 3.3968
50 C -2.6371 0.5605 2.9764
51 C -2.4577 1.1926 1.6017
52 O -2.9342 2.3480 1.4534
53 O -1.8771 0.5344 0.7403
54 C -1.3787 -1.5740 5.4118
55 C -0.4461 -2.5171 4.7275
56 C 1.4225 -1.8501 6.4179
57 C 0.6793 -2.4162 7.6020
58 C -0.6453 -2.2763 7.7018
59 C -1.4841 -1.5707 6.7597
60 H -3.9442 2.6650 2.3898
61 H -0.9687 -3.4361 4.4597
62 H 2.5046 -2.0105 6.5531
63 H 1.2437 -2.9368 8.3625
64 H -1.1559 -2.6344 8.5886
65 H -2.2782 -1.0045 7.2198
66 F 1.3841 9.0493 0.2690
67 C 2.0024 8.2780 1.1789
68 F 1.4309 8.5815 2.3672
69 F 3.2638 8.7783 1.2720
70 C 1.9821 6.8231 0.8649
71 C 2.5798 5.9360 1.7603
72 C 2.6047 4.5887 1.4793
73 C 2.0452 4.0904 0.2978
74 C 1.4220 4.9881 -0.5725
75 C 1.3876 6.3380 -0.3019
76 P 2.0654 2.2897 -0.0930
77 C 3.6505 1.7842 0.6512
78 C 4.8326 2.5446 0.6384
79 C 5.9958 2.0291 1.1582
80 C 6.0063 0.7535 1.7355
81 C 4.8176 0.0153 1.8176
82 C 3.6629 0.5327 1.2807
83 C 7.2913 0.2165 2.2494
84 F 7.8891 1.0286 3.1632
85 F 7.1982 -0.9823 2.8451
86 F 8.2327 0.0661 1.2785
87 C 2.5046 2.4920 -1.8647
88 C 1.4073 2.4574 -2.7390
89 C 1.5613 2.6766 -4.0853
90 C 2.8395 2.9007 -4.6067
91 C 3.9517 2.8577 -3.7595
92 C 3.7816 2.6552 -2.4084
93 C 2.9849 3.1575 -6.0637
94 F 4.2251 3.5327 -6.4353
95 F 2.6906 2.0829 -6.8365
96 F 2.1637 4.1372 -6.5151
97 H 3.0165 6.3160 2.6732
98 H 3.0620 3.9083 2.1830
99 H 0.9584 4.6195 -1.4743
100 H 0.9011 7.0206 -0.9820
101 H 4.8274 3.5458 0.2308
102 H 6.9130 2.6017 1.1290
103 H 4.8122 -0.9514 2.2980
104 H 2.7452 -0.0338 1.3449
105 H 0.4258 2.2700 -2.3226
106 H 0.7091 2.6921 -4.7487
107 H 4.9406 2.9993 -4.1707
108 H 4.6520 2.6222 -1.7725
109 O 1.0136 -4.8376 -2.7677
110 Cl 0.4542 -4.1470 -1.6579
111 O 1.1045 -4.6020 -0.4708
112 O -0.9369 -4.4181 -1.5744
113 O 0.6462 -2.7528 -1.8271
114 C -4.6131 1.4645 -4.4588
115 C -3.4623 1.3104 -3.4607
116 C -2.3158 2.2099 -3.9217
117 C -3.9167 1.8592 -2.1038
118 Si -2.8091 -0.5711 -3.2408
119 C -4.3493 -1.7996 -2.9694
120 C -5.3308 -1.2061 -1.9567
121 C -5.1250 -2.1300 -4.2485
122 C -3.8351 -3.1048 -2.3592
123 C -1.6821 -1.1260 -4.7875
124 C -1.5126 -2.6443 -4.8369
125 C -0.2777 -0.5494 -4.5892
126 C -2.2217 -0.6756 -6.1493
127 H -4.8923 2.5174 -4.5475
128 H -5.4932 0.9175 -4.1310
129 H -4.3328 1.1084 -5.4472
130 H -2.6474 3.2490 -3.9726
131 H -1.9523 1.9340 -4.9072
132 H -1.4990 2.1479 -3.2100
133 H -4.0763 2.9360 -2.1718
134 H -3.1723 1.6771 -1.3329
135 H -4.8499 1.4137 -1.7793
136 H -5.8889 -0.3753 -2.3803
137 H -4.8012 -0.8571 -1.0741
138 H -6.0562 -1.9633 -1.6489
139 H -5.5228 -1.2321 -4.7157
140 H -5.9651 -2.7905 -4.0178
141 H -4.4933 -2.6406 -4.9701
142 H -3.3470 -2.9156 -1.4067
143 H -3.1121 -3.6053 -2.9901
144 H -4.6653 -3.7958 -2.1925
145 H -1.1171 -3.0195 -3.8982
146 H -0.8034 -2.9096 -5.6237
147 H -2.4478 -3.1538 -5.0554
148 H 0.1604 -0.9579 -3.6806
149 H -0.2892 0.5312 -4.5110
150 H 0.3619 -0.8168 -5.4322
151 H -3.2224 -1.0651 -6.3241
152 H -1.5723 -1.0421 -6.9477
153 H -2.2564 0.4073 -6.2302

Here is a molecular structure, C7H14N2O from the Open Molecules 2025 dataset. Energies are from ωB97M-V/def2-TZVPD.

Computed properties:
LUMO level in eV: 0.89
Relative energy (zero: lowest compared OMol25 entry of this formula, charge and spin) in kcal/mol: 161.40

Geometry (Å):
1 C -0.3547 -1.0761 1.5814
2 C -0.2235 -1.2314 0.0388
3 C 1.2050 -1.6449 -0.4809
4 C 2.2470 -0.5344 -0.0980
5 C 1.6930 0.7573 -0.7060
6 C 0.2412 1.2348 -0.3506
7 C 0.3312 1.9913 1.0196
8 H -1.4340 -0.2232 1.6510
9 H -0.5535 -2.0596 1.9675
10 H 0.6290 -0.7246 2.2011
11 H -0.8935 -1.9707 -0.5408
12 H 1.0025 -1.7238 -1.5416
13 H 1.3536 -2.4734 0.3367
14 H 2.1566 -0.3074 0.9851
15 H 3.3794 -0.5808 -0.4301
16 H 1.9096 0.7639 -1.8652
17 H 2.0680 1.7252 -0.4072
18 H -0.1133 1.8831 -1.2467
19 H 0.6288 2.9700 0.5375
20 H 1.3707 1.8177 1.8534
21 H -0.5921 2.1336 1.7516
22 N -0.6706 0.0833 -0.6751
23 N -2.0704 0.4847 -0.6382
24 O -2.8200 -0.2732 -0.2606

Here is a molecular structure, C4H4N2 from the Open Molecules 2025 dataset. Energies are from ωB97M-V/def2-TZVPD.

Computed properties:
LUMO level (alpha / beta) in eV: -0.45 / -0.45
Relative energy (zero: lowest compared OMol25 entry of this formula, charge and spin) in kcal/mol: 98.91

Geometry (Å):
1 C -0.4798 -1.2030 0.3384
2 C -1.3900 -0.5108 -0.3703
3 N -0.7133 0.5186 -1.0618
4 C 0.4685 0.8033 -0.6599
5 C 0.9390 0.1016 0.6165
6 N 0.7712 -1.3224 0.3078
7 H -0.0101 0.2376 1.2657
8 H -2.4648 -0.5302 -0.3589
9 H 1.0198 1.6178 -1.1239
10 H 1.8759 0.3990 1.0866

Here is 2 unconnected molecules or ions with the total composition C4H11N3O2 from the Open Molecules 2025 dataset. Energies are from ωB97M-V/def2-TZVPD.

Computed properties:
LUMO level in eV: 0.72
Relative energy (zero: lowest compared OMol25 entry of this formula, charge and spin) in kcal/mol: 51.27

Geometry (Å):
1 C -0.6397 -2.3244 0.4460
2 C -1.1888 -0.6299 -1.2928
3 N -0.1130 -0.0529 -1.8163
4 N -1.3149 -2.0459 -0.9047
5 N -2.2412 0.1045 -0.7801
6 H 0.5541 -0.8192 -1.9814
7 H 1.3389 1.9765 3.2207
8 H -0.9639 -2.7229 -1.6546
9 H -2.0398 1.1454 -0.7541
10 H -3.2305 -0.2056 -0.6788
11 H -0.9411 -1.4483 1.0674
12 H 0.4038 -2.5246 0.4110
13 H -1.1348 -3.1677 0.6764
14 C 1.6150 2.1526 -0.0091
15 C 1.6540 1.4120 1.3480
16 O 1.1871 2.3423 2.2234
17 O 2.0299 0.2941 1.6181
18 H 2.2620 2.9539 -0.0720
19 H 0.6526 2.2156 -0.4675
20 H 2.1102 1.3444 -0.5995

Here is 2 unconnected molecules or ions with the total composition C2H2O3S from the Open Molecules 2025 dataset. Energies are from ωB97M-V/def2-TZVPD.

Computed properties:
LUMO level in eV: 0.19
Relative energy (zero: lowest compared OMol25 entry of this formula, charge and spin) in kcal/mol: 64.33

Geometry (Å):
1 C 2.4254 -1.6723 -0.0486
2 C -0.9998 0.4150 -0.0656
3 O 3.4073 -1.5291 0.4861
4 O 1.2142 1.4015 -0.5958
5 O -2.2829 0.4929 0.3916
6 S 0.0171 1.6233 0.1993
7 H -2.8438 -0.3185 0.3272
8 H -0.9374 -0.4128 -0.6942

Here is a molecular structure, C3H7NS from the Open Molecules 2025 dataset. Energies are from ωB97M-V/def2-TZVPD.

Computed properties:
LUMO level in eV: 0.33
Relative energy (zero: lowest compared OMol25 entry of this formula, charge and spin) in kcal/mol: 117.95

Geometry (Å):
1 C 1.2133 0.9165 0.2458
2 C 0.1323 -0.2488 0.8032
3 C -1.1459 -0.2788 -0.1453
4 H 2.0540 0.6216 -0.8633
5 H 0.3998 2.0352 0.0854
6 H 1.8467 1.0336 1.2367
7 H 0.6691 -1.4830 0.9901
8 H -0.1873 0.4066 2.1009
9 H 0.0608 -1.5488 -1.3177
10 H -1.6441 -1.1360 -2.0109
11 N -0.9275 -0.9862 -1.3616
12 S -2.4713 0.6681 0.2366

Here is a single C5H9NO molecule from the Open Molecules 2025 dataset. Energies are from ωB97M-V/def2-TZVPD.

Computed properties:
LUMO level in eV: 0.90
Relative energy (zero: lowest compared OMol25 entry of this formula, charge and spin) in kcal/mol: 49.10

Geometry (Å):
1 C 1.1687 0.1681 -1.7600
2 N 0.7253 0.1219 -0.3871
3 C 1.1464 -0.8833 0.5443
4 C -0.2629 -0.8343 0.0404
5 C -1.4005 -0.2709 0.8547
6 O -2.3156 -0.9876 1.2012
7 C -1.3600 1.2205 1.1498
8 H 1.9360 0.9440 -1.8516
9 H 0.3156 0.4581 -2.3839
10 H 1.5804 -0.7808 -2.1372
11 H 1.7458 -1.7226 0.1851
12 H 1.3914 -0.5387 1.5471
13 H -0.5463 -1.6582 -0.6197
14 H -2.1524 1.6955 0.5534
15 H -1.5712 1.4112 2.2061
16 H -0.4008 1.6572 0.8575

What is the formula in the third record? C7H14N2O